Record 1
C51H55CoNOPS9Sb | the ωB97M-V functional and the def2-TZVPD basis

Geometry as XYZ:
```
120
Properties=species:S:1:pos:R:3:mulliken_charge:R:1
Sb 1.930 2.875 -0.604 0.988
Co 0.257 -1.299 -1.007 -0.798
S 0.766 -4.245 -4.384 -0.451
S 2.651 -0.666 -0.796 -0.266
S -0.900 -0.070 3.552 -0.524
S 5.669 -3.564 -1.937 -0.242
S -7.329 3.270 1.224 -0.147
S 0.340 -2.332 1.218 -0.837
S 5.322 -2.350 0.745 -0.240
S 5.234 -4.035 -4.836 -0.308
S 3.595 -2.151 -3.210 0.079
P -1.012 -1.813 2.635 1.219
O -9.498 2.469 2.334 -0.594
N 0.671 -3.023 -2.061 0.600
C -3.779 -1.422 2.539 -0.508
C 4.229 2.099 1.270 -1.981
C -1.284 -0.296 -0.496 -0.978
C 1.485 -5.029 -3.000 0.970
C 0.140 -5.086 4.934 -0.626
C 3.390 3.403 -2.183 1.754
C 4.445 2.291 -2.236 -1.586
C -4.230 -3.310 0.555 -0.670
C 1.911 -4.672 -0.657 0.820
C -3.500 1.014 0.142 0.686
C -0.676 0.629 -3.233 1.105
C -1.828 -3.138 4.966 -0.531
C -0.961 0.922 -4.571 -0.920
C 0.562 4.625 -0.540 2.523
C -5.757 1.712 -0.412 -0.439
C -2.935 -3.069 1.003 -0.614
C 2.727 -6.672 -1.780 -0.525
C -5.076 -1.668 2.094 -0.595
C -4.593 1.029 -0.738 -0.572
C 2.593 -5.885 -0.634 -0.860
C 1.340 -4.222 -1.853 -1.163
C -7.952 0.668 2.272 -0.636
C 3.074 3.105 1.287 2.161
C -8.410 2.081 2.004 0.519
C -0.898 -3.148 3.920 0.348
C 4.862 -3.279 -3.407 0.078
C 0.086 -4.132 3.917 -0.327
C 4.076 4.754 -1.984 -1.679
C -0.505 -1.367 -5.180 -0.956
C -3.612 1.701 1.357 -0.016
C -5.304 -2.611 1.101 -0.560
C 2.657 3.379 -3.531 -1.903
C 2.053 2.673 2.344 -2.101
C -0.144 -1.644 -3.831 0.835
C -5.862 2.381 0.808 -0.328
C -1.783 -4.093 5.974 -0.732
C -0.223 -0.622 -2.833 -0.983
C 0.972 5.864 0.254 -1.934
C 0.215 5.057 -1.964 -1.916
C -0.886 -0.091 -5.540 -0.640
C 3.890 -3.004 1.636 -0.178
C -0.688 4.014 0.094 -2.070
C 0.359 -2.869 -3.382 0.868
C -4.779 2.382 1.683 -0.532
C 2.168 -6.237 -2.976 -0.621
C 4.780 -2.464 -0.917 0.392
C -2.299 0.305 -0.204 0.398
C -2.703 -2.119 1.999 0.600
C -0.792 -5.071 5.962 -0.371
C 3.661 4.467 1.667 -1.768
C 3.765 -1.789 -1.507 -0.331
H -4.507 0.498 -1.679 0.539
H -0.643 5.750 -1.925 0.560
H -0.751 -5.815 6.748 0.353
H -1.251 1.931 -4.852 0.430
H -1.503 4.760 0.119 0.515
H -2.094 -3.589 0.562 0.456
H 4.287 4.332 2.566 0.504
H 4.723 4.752 -1.105 0.287
H 1.819 -4.070 0.238 -0.070
H 4.717 4.975 -2.857 0.511
H 3.283 -7.604 -1.746 0.353
H -2.515 -4.069 6.774 0.369
H 1.040 5.590 -2.445 0.344
H 2.063 2.467 -3.663 0.262
H -4.860 2.903 2.632 0.444
H 4.138 -2.931 2.699 0.437
H -6.312 -2.788 0.739 0.374
H -5.903 -1.106 2.513 0.367
H 2.287 -6.819 -3.886 0.356
H -7.458 0.655 3.248 0.278
H 0.243 6.671 0.065 0.497
H 1.637 1.678 2.146 0.421
H 3.045 -6.219 0.295 0.308
H 1.997 4.232 -3.682 0.324
H 3.708 -4.046 1.372 0.031
H -0.801 1.409 -2.491 0.481
H -6.594 1.724 -1.103 0.390
H -8.832 0.028 2.318 0.348
H 0.809 -4.149 3.110 0.254
H 2.541 2.639 3.334 0.484
H 4.653 2.041 2.289 0.551
H 3.009 -2.394 1.428 -0.140
H 2.903 5.203 1.916 0.303
H 3.361 5.579 -1.880 0.169
H 1.961 6.243 -0.019 0.313
H -1.132 0.127 -6.575 0.356
H -0.456 -2.157 -5.927 0.344
H -1.043 3.149 -0.471 0.099
H 3.925 1.090 0.976 0.337
H 1.210 3.372 2.416 0.207
H 4.990 2.158 -1.299 0.205
H -2.772 1.665 2.044 0.544
H -2.588 -2.364 4.991 0.330
H 5.179 2.544 -3.023 0.518
H 3.997 1.325 -2.489 0.162
H -4.399 -4.036 -0.231 0.397
H -0.070 4.214 -2.607 0.258
H -3.584 -0.663 3.290 0.414
H 3.409 3.397 -4.338 0.531
H 5.036 2.416 0.602 0.297
H -7.241 0.299 1.539 0.099
H 4.300 4.890 0.892 0.147
H 0.915 -5.844 4.916 0.393
H 0.965 5.674 1.330 0.330
H -0.516 3.671 1.122 0.241
```

The frontier orbital gap (alpha / beta) comes out at 5.12 / 6.39 eV. The calculation puts the HOMO energy (alpha / beta) at -1.4 / -2.6 eV. As for the charge: -2. As for the energy above the lowest of the compared OMol25 structures with the same formula, charge and spin: 0.0 kcal/mol. The expectation value of S² is 3.773. The spin multiplicity is 4. The calculation puts the LUMO energy (alpha / beta) at 0.1383 / 0.1383 hartree.


Record 2
C51H55N8O3Yb | the ωB97M-V functional and the def2-TZVPD basis

Geometry as XYZ:
```
118
Properties=species:S:1:pos:R:3:mulliken_charge:R:1
Yb -0.393 -0.084 -1.371 0.558
O 0.185 -2.285 0.077 -0.802
O 8.662 -0.931 8.299 -0.415
O -2.602 -0.721 -1.001 1.748
N -0.004 0.503 0.982 1.149
N 1.128 6.372 -1.174 -0.507
N -3.028 1.778 -4.973 0.178
N -0.414 -2.720 1.142 0.712
N -0.226 2.534 -1.172 0.817
N 5.003 -0.231 3.034 -0.797
N 2.078 0.368 -0.746 0.064
N 3.349 -0.259 4.502 -0.082
C 6.372 -0.831 7.657 -0.659
C 0.497 2.961 -2.201 -0.607
C 1.276 0.387 1.498 -0.609
C 7.749 -0.660 7.293 0.689
C -4.824 1.079 -0.347 0.522
C 3.066 0.249 -1.630 -0.190
C -5.136 -2.071 -3.157 -0.515
C -3.990 -2.022 -2.390 0.172
C 4.699 -0.079 0.093 -0.566
C 9.928 -0.194 8.179 -0.738
C 4.707 -0.340 4.336 0.185
C -3.188 -3.311 -2.370 0.561
C -4.480 2.074 -4.741 -0.578
C 0.051 4.621 -0.080 -0.804
C -1.595 -3.276 3.580 -0.684
C 0.806 -1.547 -5.742 -0.898
C -4.874 0.421 1.052 -1.450
C -6.108 -1.030 -3.253 -1.686
C 0.359 -3.154 2.142 -0.101
C -2.630 0.453 -4.305 0.235
C -1.369 -0.218 -4.785 0.556
C -1.751 -2.545 1.260 0.417
C 3.671 0.138 0.994 0.378
C -3.710 -4.190 -1.216 -1.423
C -0.245 -1.335 -6.608 -0.980
C 2.363 0.314 0.565 -0.226
C 7.034 -0.313 5.019 -0.708
C -2.197 2.931 -4.592 -0.857
C 0.238 0.395 3.717 -0.774
C 5.345 -0.639 6.733 -0.494
C -3.686 2.131 -0.338 -0.963
C 8.049 -0.385 5.978 -0.370
C -1.418 -0.694 -6.111 -0.715
C -0.439 3.346 -0.133 -0.365
C 3.790 -0.026 2.408 1.231
C 0.768 -1.115 -4.433 -0.380
C 1.384 0.286 2.938 0.626
C -2.337 -2.785 2.482 -0.672
C 4.391 0.069 -1.229 -1.156
C -0.205 -3.438 3.430 -0.956
C 0.716 5.091 -1.180 0.752
C 5.691 -0.441 5.402 0.478
C 0.978 4.234 -2.236 -0.966
C -4.792 0.068 -1.479 0.673
C -1.615 -3.294 -2.351 -0.920
C -3.768 -0.880 -1.605 -0.642
C -5.903 0.011 -2.340 -0.981
C -0.305 -0.373 -3.874 0.546
C -1.038 0.633 1.781 -0.389
C 2.720 -0.026 3.290 0.106
C -0.984 0.668 3.183 -1.523
H -3.489 -3.796 -0.226 0.212
H -6.887 -1.036 -3.988 0.422
H -5.113 1.192 -4.905 0.290
H 1.658 -1.314 -3.808 0.289
H -4.812 -4.307 -1.381 0.365
H -4.956 1.195 1.796 0.476
H 0.417 -3.714 4.226 0.547
H -2.038 -3.533 4.530 0.437
H -2.866 1.666 -5.948 0.444
H 10.467 -0.398 9.130 0.243
H -2.402 3.116 -3.540 0.270
H -6.660 0.796 -2.249 0.363
H 7.301 -0.015 4.038 0.462
H 1.684 4.578 -3.043 0.269
H -0.918 2.965 0.767 0.152
H -2.296 -2.065 0.479 -0.073
H -3.575 -3.785 -3.307 0.618
H -1.975 0.724 1.276 0.301
H 6.203 -0.998 8.735 0.357
H -1.264 -4.275 -2.847 0.454
H 9.082 -0.306 5.605 0.183
H -3.503 -0.119 -4.416 0.300
H 1.092 6.849 -0.303 0.218
H -4.784 2.967 -5.221 0.438
H 5.681 -0.310 0.440 0.600
H -2.325 -0.553 -6.697 0.449
H 1.411 -3.245 1.827 0.463
H 10.477 -0.485 7.265 0.260
H -1.150 2.634 -4.704 0.324
H 5.152 -0.091 -2.004 0.416
H -1.065 -3.224 -1.398 -0.038
H 0.268 0.150 4.818 0.282
H -1.848 0.695 3.829 0.511
H -3.429 -2.624 2.562 0.449
H -3.754 2.719 0.573 0.617
H 1.748 -2.015 -5.990 0.429
H -4.540 2.242 -3.669 0.167
H -0.220 -1.679 -7.645 0.383
H -2.713 1.732 -0.476 -0.303
H -0.100 5.164 0.865 0.315
H 4.331 -0.662 7.052 0.366
H -2.642 0.662 -3.233 -1.174
H -5.183 -2.934 -3.848 0.359
H -1.231 -2.566 -3.025 -0.145
H 1.936 6.602 -1.716 0.221
H -3.947 -0.165 1.272 -0.073
H -3.854 2.849 -1.220 0.331
H -5.762 1.692 -0.405 0.614
H 0.711 2.264 -2.989 0.654
H 2.831 -0.356 5.320 0.137
H -2.514 3.738 -5.238 0.440
H 9.621 0.871 8.040 0.359
H 2.842 0.404 -2.708 0.471
H -5.628 -0.350 1.062 0.460
H -3.270 -5.219 -1.247 0.413
```

The frontier orbital gap comes out at 5.42 eV. The calculation puts the HOMO energy at -7.9 eV. As for the charge: +1. As for the energy above the lowest of the compared OMol25 structures with the same formula, charge and spin: 23.0 kcal/mol. The calculation puts the LUMO energy at -0.0921 hartree.